1.
Computed, not measured: a cluster of 3 separate species, C10H27B3O7S in total, with ωB97M-V with the def2-TZVPD basis set.

Orbital gap ... 9.73 eV
E_LUMO ... 0.0088 Eh
Structure (SMILES) ... CCOCCB1OB(O)OB(S)O1.CC(C)O.CC(C)O

Geometry as ORCA input:
```
! wB97M-V def2-TZVPD RIJCOSX def2/J DEFGRID3
* xyz 0 1
C 3.43 0.38 1.42
C 2.31 1.42 1.38
O 1.74 1.45 0.08
C 1.07 2.66 -0.21
C -0.14 2.98 0.68
B -1.20 1.86 0.92
O -0.92 0.51 0.85
B -1.99 -0.36 0.73
O -1.95 -1.45 -0.06
O -3.17 -0.04 1.39
B -3.52 1.29 1.34
S -5.28 1.83 1.50
O -2.51 2.22 1.21
H 3.53 -0.07 0.43
H 3.21 -0.40 2.14
H 4.38 0.83 1.68
H 2.69 2.42 1.63
H 1.53 1.18 2.11
H 0.74 2.58 -1.25
H 1.78 3.49 -0.16
H 0.20 3.36 1.66
H -0.68 3.82 0.23
H -1.08 -1.58 -0.44
H -5.56 1.67 0.20
C -5.84 -1.96 0.38
C -6.20 -3.22 1.14
C -5.65 -4.47 0.46
O -7.61 -3.33 1.34
H -6.28 -1.99 -0.62
H -6.23 -1.08 0.89
H -4.76 -1.85 0.28
H -5.79 -3.16 2.15
H -6.08 -4.57 -0.54
H -5.90 -5.36 1.03
H -4.56 -4.41 0.36
H -8.02 -3.39 0.47
C 6.57 1.82 -2.37
C 6.11 0.53 -1.70
C 6.46 -0.70 -2.52
O 4.71 0.58 -1.42
H 6.08 1.93 -3.34
H 6.31 2.68 -1.76
H 7.64 1.81 -2.54
H 6.57 0.46 -0.71
H 5.97 -0.65 -3.49
H 6.13 -1.60 -2.01
H 7.53 -0.76 -2.69
H 4.24 0.66 -2.26
*
```


2.
Computed, not measured: a structure of composition C10H27ClIOOsP2S, with ωB97M-V with the def2-TZVPD basis set.

Orbital gap (spin up / spin down) ... 8.70 / 5.56 eV
E_LUMO (spin up / spin down) ... -0.4084 / -0.5246 Eh

Geometry as ORCA input:
```
! wB97M-V def2-TZVPD RIJCOSX def2/J DEFGRID3
* xyz 3 5
C -1.60 -2.39 -1.32
C -1.40 -1.22 -0.40
H -2.60 -2.80 -1.17
H -0.88 -3.20 -1.11
H -1.51 -2.10 -2.37
O -2.31 -0.83 0.35
I 2.66 1.25 -0.15
Os 0.31 -0.16 -0.27
P -0.29 1.26 -2.01
C -1.17 2.72 -1.37
C 0.97 1.89 -3.16
H 0.47 2.30 -4.05
H -1.80 1.30 -3.89
H 1.62 1.07 -3.47
H -1.07 -0.32 -3.66
H -0.50 3.31 -0.74
H 1.57 2.67 -2.69
C -1.51 0.54 -3.15
H -1.50 3.34 -2.22
H -2.41 0.22 -2.60
H -2.04 2.41 -0.79
P 1.34 -1.68 1.20
C 1.04 -1.29 2.96
C 0.65 -3.37 1.10
H 3.42 -2.14 0.04
H 3.36 -2.90 1.66
H 3.69 -1.15 1.51
C 3.13 -1.99 1.09
H 0.86 -3.79 0.11
H 1.13 -3.97 1.88
H 1.45 -2.09 3.58
H -0.04 -1.20 3.15
H -0.43 -3.33 1.28
H 1.53 -0.34 3.23
Cl 1.28 -1.49 -1.99
C -2.16 1.76 1.98
S -0.47 1.14 1.70
C 0.51 2.56 2.33
H -2.22 2.80 1.63
H -2.39 1.69 3.06
H -2.82 1.08 1.42
H 0.56 3.32 1.55
H 0.03 2.96 3.23
H 1.52 2.20 2.53
*
```


3.
Computed, not measured: a structure of composition C10H28CeClI2OP2, with ωB97M-V with the def2-TZVPD basis set.

Orbital gap (spin up / spin down) ... 4.81 / 5.38 eV
E_LUMO (spin up / spin down) ... -0.4381 / -0.4173 Eh

Geometry as ORCA input:
```
! wB97M-V def2-TZVPD RIJCOSX def2/J DEFGRID3
* xyz 3 1
I 0.01 -1.80 -6.25
I 0.01 0.89 -6.55
Ce 0.00 0.00 -0.09
P -2.48 0.02 0.14
C -3.27 -0.16 -1.42
C -3.00 -1.29 1.21
H -4.09 -1.20 1.31
H -4.08 1.48 1.00
H -2.52 -1.22 2.20
H -2.52 1.71 1.85
H -3.00 -1.11 -1.90
H -2.76 -2.28 0.78
C -3.00 1.55 0.87
H -4.34 -0.14 -1.23
H -2.75 2.41 0.23
H -3.00 0.66 -2.11
P 2.48 0.01 0.16
C 3.28 -0.17 -1.39
C 3.00 1.53 0.90
H 2.50 -1.24 2.21
H 4.07 -1.22 1.34
H 2.74 -2.30 0.79
C 2.99 -1.31 1.23
H 2.51 1.69 1.87
H 4.08 1.46 1.03
H 4.35 -0.15 -1.20
H 3.01 0.64 -2.09
H 2.77 2.39 0.25
H 3.01 -1.13 -1.88
Cl -0.01 0.29 2.49
C 0.14 -2.89 -1.15
C -0.18 -2.13 -2.38
O 0.24 -0.74 -2.18
C -0.24 0.24 -3.14
C -0.15 1.60 -2.57
H 1.21 -2.90 -0.96
H -0.19 -3.92 -1.31
H -0.41 -2.52 -0.24
H 0.35 -2.48 -3.23
H -1.27 -2.12 -2.58
H 0.45 0.13 -3.96
H -1.25 -0.04 -3.45
H 0.87 1.86 -2.27
H -0.48 2.30 -3.33
H -0.84 1.74 -1.69
*
```


4.
Computed, not measured: a structure of composition C10H28N3O10P2S2, with ωB97M-V with the def2-TZVPD basis set.

Orbital gap ... 8.25 eV
E_LUMO ... 0.0854 Eh

Geometry as ORCA input:
```
! wB97M-V def2-TZVPD RIJCOSX def2/J DEFGRID3
* xyz -1 1
O 2.61 3.15 1.06
C 1.57 2.56 0.83
C 1.32 1.13 1.25
S 1.75 0.03 -0.13
O 1.81 0.89 -1.29
O 2.94 -0.67 0.25
N 0.52 -0.98 -0.15
S -0.75 -0.75 -1.04
O -1.34 0.57 -0.88
O -1.62 -1.89 -0.90
P -0.15 -0.61 -3.15
P 0.96 -2.43 -3.51
O 1.85 -2.89 -2.45
O -0.14 -3.53 -4.01
O 1.72 -2.07 -4.90
H 0.74 3.06 0.30
H 0.26 0.98 1.46
H 1.95 0.89 2.11
H -1.37 -1.04 -3.70
H 0.25 -4.25 -4.53
H 1.54 -2.68 -5.62
C 4.90 3.00 3.45
C 3.69 2.81 4.35
C 3.86 3.40 5.75
O 4.67 2.64 6.63
C 6.06 2.86 6.50
N 3.31 1.40 4.37
H 5.72 2.32 3.71
H 4.63 2.82 2.42
H 5.28 4.03 3.53
H 2.86 3.36 3.89
H 2.88 3.43 6.24
H 4.23 4.43 5.69
H 6.28 3.90 6.26
H 6.51 2.22 5.73
H 6.52 2.62 7.46
H 2.43 1.28 4.86
H 4.00 0.88 4.91
C -5.49 -0.54 -3.22
C -4.85 -1.65 -4.06
C -5.77 -2.85 -4.29
O -5.92 -3.72 -3.19
C -6.87 -3.32 -2.22
N -3.57 -1.99 -3.45
H -5.51 -0.81 -2.17
H -4.89 0.37 -3.30
H -6.51 -0.32 -3.55
H -4.64 -1.23 -5.05
H -5.33 -3.47 -5.08
H -6.76 -2.51 -4.64
H -7.72 -2.82 -2.69
H -6.44 -2.65 -1.47
H -7.22 -4.22 -1.72
H -3.07 -2.65 -4.05
H -3.71 -2.49 -2.58
*
```


5.
Computed, not measured: a structure of composition C10H28N3OPPdS4SbSe2, with ωB97M-V with the def2-TZVPD basis set.

ΔE to the lowest compared entry with this formula, charge and spin ... 41.9 kcal/mol
Orbital gap (spin up / spin down) ... 6.09 / 4.86 eV
E_LUMO (spin up / spin down) ... 0.0753 / 0.0304 Eh

Geometry as ORCA input:
```
! wB97M-V def2-TZVPD RIJCOSX def2/J DEFGRID3
* xyz -1 3
Pd -1.95 0.33 -0.40
C -3.51 -2.92 0.12
Se -1.80 -1.98 0.28
C -0.90 -2.79 -1.25
C -1.50 -2.51 -2.62
Se -1.66 -0.59 -3.10
C -3.60 -0.36 -2.83
H -3.34 -3.99 0.16
H -4.02 -2.64 -0.80
H -4.11 -2.60 0.97
H -0.88 -3.87 -1.06
H 0.12 -2.41 -1.19
H -2.50 -2.93 -2.72
H -0.86 -2.95 -3.39
H -4.14 -1.04 -3.48
H -3.82 0.68 -3.12
H -3.86 -0.51 -1.77
S -4.25 3.11 -2.46
Sb -3.02 2.69 -0.57
S -0.75 2.23 -1.27
S -4.10 0.84 0.63
S -2.86 4.43 0.91
C -0.46 1.69 2.04
N 0.90 1.17 2.04
C 1.79 1.88 2.93
P 1.46 0.29 0.74
O 0.40 -0.60 0.22
N 2.68 -0.63 1.45
C 2.23 -1.74 2.25
C 4.08 -0.58 1.17
N 2.28 1.11 -0.47
C 2.06 0.66 -1.83
C 2.59 2.52 -0.37
H -0.53 2.67 1.54
H -0.81 1.79 3.07
H -1.12 0.94 1.53
H 1.83 2.95 2.72
H 2.79 1.45 2.86
H 1.43 1.75 3.96
H 1.15 -1.68 2.36
H 2.68 -1.72 3.25
H 2.48 -2.70 1.79
H 4.28 0.28 0.53
H 4.42 -1.49 0.65
H 4.66 -0.49 2.10
H 1.52 -0.28 -1.81
H 3.01 0.53 -2.34
H 1.45 1.38 -2.39
H 2.85 2.77 0.66
H 1.76 3.15 -0.70
H 3.45 2.73 -1.01
*
```


6.
Computed, not measured: a cluster of 8 separate species, C10H28N8O15 in total, with ωB97M-V with the def2-TZVPD basis set.

ΔE to the lowest compared entry with this formula, charge and spin ... 0.0 kcal/mol
Orbital gap ... 9.08 eV
E_LUMO ... -0.0055 Eh
Structure (SMILES) ... C[N+](=O)[O-].C[N+](=O)[O-].C[N+](=O)[O-].C[N+](=O)[O-].C[N+](=O)[O-].C[N+](=O)[O-].C[N+](=O)[O-].CN(C)C=O

Geometry as ORCA input:
```
! wB97M-V def2-TZVPD RIJCOSX def2/J DEFGRID3
* xyz 0 1
C 2.00 -2.31 -2.63
N 2.11 -0.91 -3.09
O 1.11 -0.34 -3.37
O 3.23 -0.46 -3.08
H 0.97 -2.58 -2.72
H 2.41 -2.34 -1.63
H 2.65 -2.86 -3.30
C -4.64 -0.17 -0.86
N -4.01 0.43 0.35
O -4.06 1.62 0.57
O -3.42 -0.34 1.05
H -4.86 -1.22 -0.59
H -3.86 -0.10 -1.63
H -5.55 0.33 -1.13
C 1.57 -2.04 4.78
N 2.76 -1.42 4.05
O 2.58 -0.37 3.50
O 3.78 -2.09 3.97
H 1.40 -1.38 5.67
H 1.85 -2.99 5.15
H 0.70 -1.94 4.15
C 2.99 2.00 1.32
N 2.30 1.13 0.27
O 1.60 1.66 -0.52
O 2.46 -0.05 0.28
H 2.27 2.07 2.12
H 3.23 2.91 0.83
H 3.89 1.47 1.59
C -1.59 3.26 1.75
N -0.68 3.54 2.99
O -1.27 3.84 3.98
O 0.51 3.58 2.78
H -1.92 4.27 1.48
H -2.36 2.55 2.01
H -1.02 2.92 0.89
C 0.57 -6.68 -0.57
N -0.18 -5.59 -1.20
O 0.48 -4.78 -1.79
O -1.39 -5.62 -1.15
H 0.97 -7.28 -1.32
H -0.06 -7.31 0.04
H 1.32 -6.16 0.06
C -0.56 -0.78 0.36
N -0.39 -0.60 1.84
O -0.03 0.48 2.29
O -0.59 -1.58 2.56
H -1.02 -1.71 0.14
H 0.43 -0.82 -0.03
H -1.18 -0.01 0.08
C 0.74 3.22 -3.05
N -0.66 2.89 -2.73
C -1.60 3.98 -2.68
C -1.07 1.65 -2.32
O -2.21 1.43 -1.97
H 1.08 3.94 -2.29
H 0.76 3.70 -4.06
H 1.34 2.30 -2.97
H -1.61 4.62 -3.57
H -2.58 3.53 -2.63
H -1.48 4.59 -1.76
H -0.23 0.95 -2.23
*
```


7.
Computed, not measured: a cluster of 4 separate species, C10H28O8S4 in total, with ωB97M-V with the def2-TZVPD basis set.

ΔE to the lowest compared entry with this formula, charge and spin ... 0.0 kcal/mol
Orbital gap ... 8.88 eV
E_LUMO ... 0.0052 Eh

Geometry as ORCA input:
```
! wB97M-V def2-TZVPD RIJCOSX def2/J DEFGRID3
* xyz 0 1
O -15.26 -8.40 -23.46
S -16.30 -9.26 -23.01
O -17.63 -9.08 -23.43
O -15.93 -10.72 -23.45
C -14.56 -11.12 -23.30
C -13.90 -11.31 -24.65
C -16.27 -9.37 -21.27
H -14.54 -12.05 -22.72
H -13.98 -10.41 -22.70
H -13.66 -10.35 -25.10
H -14.58 -11.84 -25.31
H -13.00 -11.91 -24.55
H -15.59 -10.17 -21.00
H -17.27 -9.55 -20.90
H -15.84 -8.44 -20.91
O -19.45 -14.61 -22.39
S -20.08 -13.45 -22.95
O -20.83 -13.58 -24.15
O -20.99 -12.81 -21.83
C -22.32 -12.39 -22.17
C -22.37 -11.05 -22.87
C -18.88 -12.19 -23.20
H -22.83 -12.30 -21.21
H -22.84 -13.15 -22.75
H -22.04 -11.10 -23.91
H -21.71 -10.33 -22.38
H -23.39 -10.66 -22.84
H -18.29 -12.53 -24.05
H -18.32 -12.02 -22.29
H -19.40 -11.28 -23.48
C -11.91 -12.37 -19.61
S -12.61 -14.00 -19.38
O -14.09 -13.85 -19.40
C -12.15 -14.64 -20.99
H -10.82 -12.46 -19.50
H -12.23 -11.81 -18.72
H -12.21 -11.85 -20.51
H -11.06 -14.66 -21.04
H -12.56 -13.97 -21.75
H -12.54 -15.64 -21.10
C -16.51 -12.07 -18.22
S -17.93 -12.87 -18.93
O -18.45 -11.89 -19.94
C -17.08 -14.18 -19.79
H -16.81 -11.06 -17.99
H -15.71 -12.08 -18.97
H -16.14 -12.63 -17.36
H -17.79 -14.81 -20.31
H -16.54 -14.71 -19.00
H -16.34 -13.79 -20.49
*
```


8.
Computed, not measured: a structure of composition C10H29B2BrF2KMgN2O10S, with ωB97M-V with the def2-TZVPD basis set.

Orbital gap ... 1.61 eV
E_LUMO ... -0.2990 Eh

Geometry as ORCA input:
```
! wB97M-V def2-TZVPD RIJCOSX def2/J DEFGRID3
* xyz 1 1
C -2.28 -4.36 -4.49
C -2.46 -5.41 -3.29
B -1.25 -5.09 -2.24
O -0.30 -6.10 -2.04
O -1.28 -3.79 -1.57
C -0.09 -3.43 -1.00
O 0.56 -4.07 -0.11
N 0.48 -2.08 -1.41
B 1.48 -2.25 -2.59
O 1.70 -1.13 -3.48
O 2.09 -3.55 -2.72
C 2.61 -3.76 -4.09
H -2.08 -3.31 -4.11
H -1.42 -4.67 -5.15
H -3.23 -4.29 -5.09
H -2.46 -6.48 -3.62
H -3.41 -5.11 -2.74
H -0.65 -6.96 -2.36
H 0.97 -1.67 -0.61
H 2.14 -0.42 -2.97
H 1.92 -3.35 -4.89
H 3.63 -3.29 -4.14
H 2.68 -4.88 -4.27
N 1.36 -0.12 1.50
H 2.36 -0.31 1.39
H 1.18 0.28 2.43
H 1.06 0.56 0.78
H 0.83 -0.99 1.39
Br -0.01 -0.06 -2.36
K 2.54 -4.31 -0.87
C 1.48 3.91 1.78
C 2.02 3.24 3.03
O 2.73 4.11 3.89
C 2.00 5.22 4.41
C 0.79 4.82 5.23
H 2.30 4.38 1.21
H 0.99 3.17 1.14
H 0.76 4.69 2.01
H 2.73 2.46 2.74
H 1.21 2.74 3.59
H 1.72 5.90 3.59
H 2.70 5.77 5.04
H 0.05 4.27 4.64
H 0.30 5.71 5.64
H 1.09 4.17 6.06
C -2.39 1.56 1.17
C -3.80 2.13 1.05
O -3.75 3.39 1.72
S -2.25 4.01 1.55
O -2.28 4.95 0.47
O -1.75 4.33 2.84
O -1.52 2.67 1.04
H -2.23 1.13 2.16
H -2.17 0.82 0.41
H -4.55 1.48 1.49
H -4.05 2.32 -0.01
F 4.27 4.75 1.14
Mg -5.63 3.31 -0.31
F 0.56 -7.00 -3.99
*
```